No. 1
Density functional theory data (ωB97M-V/def2-TZVPD) for C54H52As2N4O2PbSi2 as an isolated structure.

```
117
C54H52As2N4O2PbSi2 ωB97M-V/def2-TZVPD
Pb 0.84937 0.52461 -0.74393
O 3.27680 1.10533 2.18402
C 2.20762 1.62993 1.95621
N 1.99789 2.50042 0.88902
C 3.24714 2.79977 0.20054
C 3.89469 3.98318 0.52108
C 5.06135 4.35461 -0.11904
C 5.58691 3.51143 -1.08669
C 4.97329 2.30840 -1.38183
C 3.79463 1.91261 -0.73534
N 3.12887 0.71793 -1.05515
C 3.81673 -0.33301 -1.53544
O 5.03264 -0.49857 -1.56898
C 2.95669 -1.42917 -2.14510
C 3.56531 -2.60224 -2.56728
C 2.79127 -3.57372 -3.17369
C 1.43306 -3.34621 -3.35174
C 0.90292 -2.15414 -2.89897
N 1.64921 -1.21704 -2.31331
C 1.04602 1.33479 2.86544
C 1.22773 0.47493 3.94027
C 0.13181 0.19516 4.73909
C -1.09049 0.77419 4.43197
C -1.16849 1.62039 3.33571
N -0.11682 1.89912 2.57320
H 3.46487 4.62077 1.28359
H 5.54950 5.28670 0.13248
H 6.49363 3.78427 -1.61174
H 5.41251 1.64632 -2.11083
H 4.62728 -2.71133 -2.40470
H 3.23892 -4.50138 -3.50675
H 0.79286 -4.07766 -3.82489
H -0.15394 -1.93676 -2.99686
H 2.20414 0.04603 4.11408
H 0.22700 -0.47147 5.58640
H -1.97171 0.57648 5.02748
H -2.10711 2.08916 3.05628
C -1.07038 3.19445 0.21868
Si 0.67412 3.75278 0.64973
C 0.67431 4.88810 2.14082
C 1.21350 4.73046 -0.87386
C 1.57709 6.06968 -0.72083
C 1.88820 6.87717 -1.80642
C 1.83695 6.34748 -3.08488
C 1.46829 5.02012 -3.25622
C 1.14720 4.19375 -2.17676
Si 0.64714 2.41964 -2.65907
C 1.81945 1.88270 -4.03403
C -1.09710 2.49200 -3.38352
H -1.39018 3.66677 -0.71153
H -1.73448 3.54208 1.01563
H -1.22802 2.11964 0.13910
H 1.55447 5.53050 2.17822
H 0.64368 4.31627 3.06728
H -0.20665 5.53476 2.11923
H 1.62719 6.50783 0.26874
H 2.17033 7.91105 -1.65031
H 2.07997 6.95993 -3.94447
H 1.43147 4.62289 -4.26531
H 1.71235 2.48313 -4.94078
H 1.63174 0.83964 -4.30077
H 2.85437 1.95953 -3.69331
H -1.16879 3.27232 -4.14646
H -1.84719 2.69885 -2.61766
H -1.35459 1.53802 -3.85202
C -0.76822 -1.91525 1.90765
C -2.25061 -1.55160 1.92233
As -2.79905 -0.55345 0.29910
C -3.81651 -1.97066 -0.58987
C -3.49571 -2.26500 -1.91087
C -4.15003 -3.28560 -2.58924
C -5.13455 -4.02182 -1.94596
C -5.46710 -3.72942 -0.62919
C -4.81140 -2.70870 0.04316
C -4.28077 0.47506 1.05920
C -4.64532 1.63622 0.38127
C -5.67759 2.43822 0.84738
C -6.35394 2.09125 2.00817
C -5.99694 0.93939 2.69499
C -4.96730 0.13612 2.22258
As -0.28457 -2.90738 0.27688
C -0.98778 -4.64090 0.84132
C -2.10485 -5.14260 0.18204
C -2.68135 -6.34202 0.58494
C -2.13886 -7.04936 1.64605
C -1.01865 -6.55723 2.30674
C -0.44837 -5.35854 1.90748
C 1.61707 -3.18468 0.61300
C 2.24774 -4.31755 0.10296
C 3.62677 -4.45439 0.18702
C 4.39642 -3.45265 0.76387
C 3.77968 -2.32253 1.28127
C 2.39846 -2.19830 1.21349
H -0.49813 -2.51014 2.78283
H -0.16469 -1.00591 1.91223
H -2.45885 -0.89779 2.77079
H -2.87524 -2.44181 2.02491
H -2.72184 -1.69332 -2.41156
H -3.89151 -3.50498 -3.61752
H -5.64551 -4.81948 -2.47001
H -6.23840 -4.29834 -0.12528
H -5.08630 -2.48690 1.06804
H -4.10951 1.92100 -0.51860
H -5.94889 3.33659 0.30763
H -7.15631 2.71686 2.37750
H -6.52309 0.66279 3.60019
H -4.70729 -0.76052 2.77267
H -2.53386 -4.59286 -0.64905
H -3.55401 -6.71934 0.06645
H -2.58362 -7.98551 1.95901
H -0.58951 -7.11109 3.13238
H 0.43181 -4.98400 2.41872
H 1.66022 -5.10043 -0.36430
H 4.10209 -5.34288 -0.21079
H 5.47385 -3.54833 0.80427
H 4.36230 -1.52282 1.72163
H 1.94106 -1.31279 1.63625
```

Properties
net charge: 0
energy above the lowest of the compared OMol25 structures with the same formula, charge and spin: 0.000 eV
highest occupied orbital energy: -6.9 eV
maximum force: 0.2 eV/A
frontier orbital gap: 0.2568 Eh

Atomic partial charges in e from the Mulliken method, atoms 1 to 8: -0.132, -0.648, 0.412, 0.084, -0.454, 0.104, -0.952, -0.865

=====

No. 2
Density functional theory data (ωB97M-V/def2-TZVPD) for one molecule with the formula C6H10 at a distorted geometry.

```
16
C6H10 ωB97M-V/def2-TZVPD
C -1.56067 -0.41348 1.63541
C -0.15273 0.18179 1.76599
C 0.71946 -0.02910 0.61606
C 1.51520 -0.23924 -0.27632
C 1.71664 -0.19069 -1.71445
C -0.03652 0.44645 -1.92208
H -2.11754 0.05132 0.81523
H -1.51857 -1.49046 1.44796
H -2.11858 -0.24828 2.56426
H -0.23097 1.25578 1.97544
H 0.36463 -0.27442 2.61335
H 1.95197 -1.18717 -2.12690
H 2.54621 0.48345 -1.99163
H 0.19341 1.30861 -1.32069
H -0.84475 0.78684 -2.62598
H -0.42719 -0.44141 -1.45568
```

Properties
net charge: 0
SMILES: CCC#CCC
energy above the lowest of the compared OMol25 structures with the same formula, charge and spin: 3.835 eV
highest occupied orbital energy: -9.2 eV
maximum force: 2.0 eV/A
frontier orbital gap: 0.3731 Eh

Atomic partial charges in e from the Mulliken method, atoms 1 to 8: -1.123, -0.382, 0.131, -0.082, -0.541, -0.884, 0.305, 0.305

=====

No. 3
Density functional theory data (ωB97M-V/def2-TZVPD) for one molecule with the formula C5H12OSi at a distorted geometry.

```
19
C5H12OSi ωB97M-V/def2-TZVPD
C 0.90113 -1.87407 1.64023
C 1.47026 -0.56904 1.04710
O 2.62615 -0.25375 1.15649
Si 0.14217 0.35932 -0.15954
C -0.91381 1.62925 1.02832
C 1.14097 1.19997 -1.54496
C -0.90897 -0.82155 -1.29565
H 1.49010 -2.39954 2.31713
H -0.01949 -1.58577 2.16805
H 0.89217 -2.65262 0.85333
H -1.64066 2.03963 0.45287
H -1.43167 0.98941 1.72801
H -0.09039 2.30503 1.34451
H 2.02513 1.64284 -1.25817
H 1.26172 0.61822 -2.37814
H 0.65546 1.99475 -1.99012
H -0.28780 -1.31161 -2.00510
H -1.51869 -1.65167 -0.78182
H -1.77403 -0.22382 -1.66479
```

Properties
net charge: 0
SMILES: CC(=O)[Si](C)(C)C
energy above the lowest of the compared OMol25 structures with the same formula, charge and spin: 1.627 eV
highest occupied orbital energy: -8.7 eV
maximum force: 4.7 eV/A
frontier orbital gap: 0.3507 Eh

Atomic partial charges in e from the Mulliken method, atoms 1 to 8: -1.107, 0.615, -0.518, 0.351, -1.056, -1.373, -1.113, 0.387

=====

No. 4
Density functional theory data (ωB97M-V/def2-TZVPD) for C34H42N4O3P2SSn as an isolated structure at a distorted geometry.

```
87
C34H42N4O3P2SSn ωB97M-V/def2-TZVPD
Sn -0.49324 2.09932 -1.63560
C -1.81330 1.88342 -4.61063
C -1.87798 0.55634 -4.44069
C -0.92112 -0.42841 -5.07012
C 0.62496 -0.10237 -4.99587
C 1.14903 0.75569 -3.86518
C 0.82913 2.06049 -3.72339
C 0.44307 2.93625 -4.83044
C -0.82184 2.53959 -5.56256
C 1.05664 2.23027 1.12383
H -2.51621 2.53235 -4.08756
H -2.81106 0.13704 -4.02133
H -1.21371 -0.53194 -6.15417
H -1.11955 -1.40584 -4.58384
H 1.10246 -1.11678 -4.94920
H 0.91037 0.32416 -5.99576
H 1.99226 0.32980 -3.29056
H 1.20231 2.69809 -2.92125
H 1.27069 3.01778 -5.53831
H 0.32003 3.93497 -4.43326
H -1.28449 3.45639 -5.99701
H -0.60360 1.82646 -6.38530
H 0.42913 2.96755 1.69929
H 2.18493 2.49351 1.08504
H 0.87901 1.15807 1.36881
P 1.72335 -0.50016 -0.16176
P -1.44519 -1.62693 0.48738
N 3.07790 0.46954 -0.93620
N 2.74715 -1.71669 0.31803
N -2.16714 -0.08578 -0.23365
N -2.98078 -2.40739 0.45906
C 0.75140 -1.21057 -1.55941
C -0.46963 -2.09950 -1.08458
C 3.28918 1.84112 -0.90290
C 4.23625 2.24436 -1.82043
C 4.66861 1.05010 -2.47243
C 3.94125 -0.01234 -1.92795
C 3.71789 -1.45432 1.31961
C 4.42409 -2.62222 1.55372
C 3.92643 -3.62516 0.63819
C 2.93008 -3.02697 -0.13089
C -2.54709 1.10263 0.38828
C -2.91933 2.07413 -0.54522
C -3.00355 1.36675 -1.78605
C -2.49278 0.07449 -1.56690
C -4.02082 -2.58173 -0.47156
C -5.05645 -3.25149 0.15728
C -4.61408 -3.57461 1.47350
C -3.35904 -3.06205 1.64521
H 1.48200 -1.83592 -2.13151
H 0.34446 -0.49018 -2.29257
H -1.15836 -2.20994 -1.96330
H -0.09303 -3.11586 -0.80523
H 2.74129 2.51666 -0.30173
H 4.49724 3.29041 -2.01010
H 5.42072 1.00561 -3.26255
H 3.93913 -1.07116 -2.14411
H 3.78182 -0.50133 1.82688
H 5.18520 -2.77974 2.31225
H 4.24482 -4.66271 0.58080
H 2.30038 -3.42619 -0.91150
H -2.61308 1.19118 1.46146
H -3.26896 3.08279 -0.37411
H -3.37292 1.72146 -2.74255
H -2.55752 -0.78803 -2.23301
H -3.93810 -2.20368 -1.49109
H -6.03578 -3.50420 -0.25225
H -5.17920 -4.08673 2.24137
H -2.72255 -3.02277 2.52357
C 0.40973 0.70448 8.99862
C 0.02328 0.62657 7.55334
C 0.06171 -0.62439 6.94450
C -0.31098 -0.82249 5.63385
C -0.66182 0.28919 4.88390
C -0.78542 1.55880 5.45441
C -0.39118 1.72052 6.78096
S -1.11461 -0.00733 3.20108
O -0.03821 -0.83522 2.62989
O -2.39017 -0.70813 3.19097
O -1.19155 1.36985 2.68798
H -0.22873 0.14865 9.69892
H 1.38861 0.22843 9.05906
H 0.48573 1.71187 9.39903
H 0.35301 -1.48227 7.54406
H -0.27541 -1.81756 5.19791
H -1.15934 2.39644 4.86454
H -0.44784 2.71548 7.22098
```

Properties
net charge: +2
highest occupied orbital energy (alpha / beta): -12.5 / -12.5 eV
maximum force: 2.6 eV/A
frontier orbital gap (alpha / beta): 0.1824 / 0.1234 Eh

Atomic partial charges in e from the Mulliken method, atoms 1 to 8: 1.329, -0.648, -0.158, -1.550, -1.132, 0.541, -0.451, -1.467